# 1
Molecular formula: C12H52O20
Method: DFT, wB97M-V/def2-TZVPD

## Properties
Spin multiplicity   1
HOMO-LUMO gap   0.3435 Eh
Energy relative to the best compared isomer or geometry (same formula, charge and spin)   43.4 kcal per mole
Total energy   -54233.1045 eV
E_HOMO   -9.4 eV

Each line ends with the Löwdin charge.
Element x y z (Å)
O 0.432 -0.004 -0.225  -0.016
H -0.178 -0.019 0.524  0.013
H 1.240 0.269 0.182  0.002
O 1.101 2.731 -1.351  0.002
H 0.267 2.511 -1.617  -0.054
H 1.301 3.608 -1.690  0.086
O -1.680 -2.790 -0.342  0.007
H -1.131 -2.633 0.401  -0.006
H -2.581 -2.759 -0.047  0.047
O 0.423 -1.267 -2.733  -0.038
H 0.225 -0.797 -1.926  -0.004
H 1.122 -0.768 -3.125  -0.023
O 3.247 0.656 0.354  -0.057
H 3.701 0.726 1.232  0.094
H 3.882 0.866 -0.322  -0.021
O 3.519 -2.112 0.640  -0.044
H 2.748 -2.450 0.228  -0.052
H 3.503 -1.173 0.627  -0.052
O 1.508 -3.058 -0.847  -0.063
H 0.774 -3.738 -0.899  0.089
H 1.322 -2.512 -1.600  -0.013
O -2.048 0.084 1.193  -0.055
H -2.775 -0.541 0.913  0.073
H -2.230 0.808 0.594  0.034
C -0.971 1.253 -4.081  -0.248
C -1.693 2.112 -3.073  -0.271
O -1.293 1.852 -1.798  -0.107
O -1.357 1.473 -5.421  -0.020
H -1.059 0.154 -3.872  0.116
H 0.097 1.362 -3.919  0.110
H -2.745 2.006 -3.254  0.101
H -1.477 3.202 -3.235  0.146
H -1.426 0.858 -1.640  0.076
H -0.563 1.442 -5.896  0.056
C 4.596 0.702 -2.839  -0.159
C 3.089 0.392 -2.980  -0.241
O 2.602 -0.330 -4.079  -0.053
O 4.712 1.395 -1.588  -0.081
H 4.748 1.439 -3.603  0.116
H 5.269 -0.136 -2.928  0.129
H 2.526 1.239 -2.749  0.086
H 2.829 -0.348 -2.158  0.135
H 3.077 -1.155 -4.022  0.104
H 4.556 2.355 -1.744  0.135
C -4.702 0.113 -1.891  -0.274
C -3.591 -0.817 -2.302  -0.192
O -2.443 -0.484 -1.576  -0.119
O -5.843 -0.360 -2.476  -0.034
H -4.484 1.072 -2.263  0.102
H -4.915 0.264 -0.860  0.118
H -3.459 -0.703 -3.343  0.117
H -3.824 -1.896 -2.011  0.152
H -2.107 -1.306 -1.183  0.037
H -6.229 -1.029 -1.902  0.099
C -0.137 0.279 4.809  -0.266
C 1.242 -0.199 4.288  -0.221
O 1.318 -0.053 2.915  -0.064
O -0.247 0.027 6.132  -0.021
H -0.947 -0.079 4.228  0.106
H -0.231 1.361 4.779  0.107
H 1.458 -1.284 4.488  0.135
H 2.063 0.352 4.783  0.131
H 2.237 -0.051 2.662  0.081
H 0.472 0.491 6.534  0.085
C -1.321 -4.182 2.523  -0.193
C -0.591 -2.787 2.689  -0.233
O 0.334 -2.458 1.719  -0.072
O -1.485 -4.716 3.849  -0.070
H -0.689 -4.830 1.929  0.118
H -2.262 -4.159 2.003  0.093
H -0.023 -2.692 3.592  0.103
H -1.280 -1.962 2.827  0.101
H 0.626 -1.563 1.810  0.038
H -1.624 -5.666 3.682  0.092
C -0.028 3.732 3.043  -0.199
C 0.066 2.933 1.729  -0.256
O 1.396 2.866 1.272  -0.092
O -1.440 3.922 3.195  -0.081
H 0.489 4.676 2.948  0.119
H 0.351 3.262 3.910  0.082
H -0.566 3.315 0.970  0.108
H -0.344 1.930 1.889  0.087
H 1.445 2.686 0.312  0.018
H -1.896 3.089 3.011  0.077



# 2
Molecular formula: C12H54BF7NO24S
Method: DFT, wB97M-V/def2-TZVPD

## Properties
Spin multiplicity   1
HOMO-LUMO gap   0.2124 Eh
Total charge   -1
Total energy   -94487.4788 eV
E_HOMO   -4.2 eV

Each line ends with the Löwdin charge.
Element x y z (Å)
O 1.190 -1.914 1.703  -0.317
S 0.888 -0.794 2.586  0.693
O 1.292 -1.012 3.972  -0.314
C 1.218 0.701 1.929  -0.259
C 2.366 0.637 0.887  -0.215
C 2.045 -0.117 -0.402  -0.215
C 2.780 0.426 -1.627  -0.167
C 1.946 1.431 -2.424  -0.129
N 1.342 0.870 -3.626  -0.091
C 0.117 1.240 -4.091  -0.125
C -0.147 0.568 -5.236  -0.124
C 0.973 -0.271 -5.493  -0.111
C 1.849 -0.065 -4.470  -0.122
B 1.657 1.686 3.074  -0.702
O 0.902 2.841 3.362  0.092
O 2.842 1.536 3.784  0.134
C -0.983 -0.948 2.747  -0.458
F -1.523 -1.191 1.535  0.100
F -1.235 -2.027 3.542  0.084
C -1.720 0.234 3.411  -0.359
F -1.251 0.385 4.685  0.124
F -1.550 1.387 2.757  0.166
C -3.260 0.018 3.575  -0.504
F -3.539 -0.805 4.595  0.158
F -3.835 1.209 3.847  0.159
F -3.840 -0.460 2.461  0.164
H 3.294 0.267 1.331  0.116
H 2.558 1.680 0.614  0.108
H 0.978 -0.181 -0.577  0.084
H 2.400 -1.135 -0.273  0.082
H 3.063 -0.387 -2.280  0.060
H 3.710 0.908 -1.330  0.111
H 1.139 1.839 -1.825  0.113
H 2.562 2.281 -2.720  0.115
H -0.513 1.945 -3.587  0.106
H -1.024 0.648 -5.842  0.073
H 1.110 -0.920 -6.337  0.077
H 2.803 -0.528 -4.298  0.106
H 0.487 2.766 4.232  0.058
H 2.650 1.619 4.727  0.095
O 3.333 -2.782 -2.044  -0.054
H 3.393 -3.648 -1.626  0.030
H 2.467 -2.770 -2.466  0.039
O 0.923 3.209 6.305  -0.049
H 0.650 3.098 7.221  0.035
H 1.671 3.820 6.322  0.014
O -0.990 3.717 -5.555  -0.040
H -1.582 3.698 -6.314  0.051
H -0.611 4.603 -5.568  0.031
O -1.015 0.457 -1.260  -0.039
H -1.534 -0.284 -1.593  0.049
H -1.604 0.917 -0.653  0.044
O -6.367 -1.810 3.144  -0.045
H -5.805 -1.042 2.984  0.017
H -6.028 -2.186 3.963  0.050
O -1.802 2.091 7.176  -0.048
H -1.842 1.617 6.339  0.007
H -2.307 2.895 7.022  0.040
O -1.493 5.788 -3.697  -0.056
H -1.938 4.984 -3.996  0.027
H -2.093 6.193 -3.064  0.041
O -1.883 -1.660 -6.260  -0.061
H -1.670 -2.492 -5.819  0.037
H -2.743 -1.823 -6.663  0.044
O 2.335 -4.733 0.983  -0.062
H 2.676 -5.127 1.794  0.008
H 1.710 -4.060 1.296  0.016
O 0.189 7.732 -5.605  -0.074
H -0.099 8.537 -5.160  -0.002
H -0.295 7.039 -5.140  -0.012
O -0.175 -3.990 -6.727  -0.057
H 0.076 -4.915 -6.831  0.013
H 0.622 -3.562 -6.397  0.034
O -3.683 -2.594 7.284  -0.058
H -3.770 -1.866 6.661  0.004
H -2.732 -2.718 7.367  0.039
O 1.911 -6.356 -7.269  -0.049
H 2.150 -7.282 -7.369  0.039
H 2.711 -5.934 -6.939  0.044
O -1.769 9.310 -3.955  -0.044
H -2.591 9.298 -4.456  0.048
H -2.018 9.628 -3.082  0.045
O 1.262 -6.771 2.952  -0.062
H 1.119 -7.168 2.087  0.037
H 0.893 -5.886 2.862  0.030
O 3.191 4.646 5.088  -0.050
H 2.686 4.402 4.297  0.038
H 3.576 5.504 4.891  0.040
O 5.486 -5.845 1.895  -0.064
H 4.738 -5.629 1.329  0.009
H 5.223 -5.522 2.765  -0.004
O -3.709 -1.086 -3.914  -0.064
H -3.261 -0.943 -4.762  -0.003
H -4.621 -1.287 -4.140  0.025
O 5.053 -5.468 4.946  -0.039
H 4.657 -6.183 5.454  0.044
H 5.719 -5.085 5.524  0.043
O -8.116 0.548 2.838  -0.069
H -7.768 -0.355 2.852  -0.007
H -8.250 0.765 3.765  0.029